w.
Density functional theory data (the ωB97M-V functional and the def2-TZVPD basis) for a 2-piece molecular cluster, C3H9S overall.

Element x y z (Å)
C1 0.18 -2.07 1.28
C2 -0.73 -2.82 2.33
H1 0.62 -1.14 1.60
H2 -0.56 -1.88 0.58
H3 0.98 -2.78 0.98
H4 -0.13 -3.20 3.18
H5 -1.24 -2.21 2.92
H6 -1.30 -3.75 1.96
C3 0.36 1.41 -0.31
S1 0.09 1.99 -1.95
H7 -0.25 0.60 0.06
H8 1.52 1.25 -0.11
H9 -0.01 2.26 0.25

As for the total charge: -1. The HOMO energy is -1.80 eV. The value obtained for the orbital gap is 5.2 eV. The multiplicity is 1.

***

x.
Density functional theory data (the ωB97M-V functional and the def2-TZVPD basis) for a 3-piece molecular cluster, C3H9S overall.

Element x y z (Å)
C1 -1.95 2.22 -0.78
C2 -0.82 2.09 0.33
H1 -2.11 1.23 -1.23
H2 -1.60 2.89 -1.58
H3 -2.97 2.57 -0.29
H4 -0.90 1.09 0.84
H5 0.21 2.11 -0.17
H6 -0.90 2.96 1.03
C3 2.03 -3.71 0.80
S1 2.98 -2.38 -1.35
H7 1.12 -3.48 0.23
H8 2.39 -4.63 0.81
H9 2.54 -2.94 1.37

As for the total charge: -1. The HOMO energy is -2.58 eV. The value obtained for the orbital gap is 5.9 eV. The multiplicity is 1.

***

Energy above the most stable structure, in kJ/mol: w 0.0; x 181.8

***

w.
Density functional theory data (the ωB97M-V functional and the def2-TZVPD basis) for B2CsF10NO4S2 as an isolated structure.

Element x y z (Å)
Cs1 -0.32 -1.13 1.40
N1 0.08 3.79 -0.28
S1 1.32 4.27 -1.13
O1 1.78 5.63 -0.84
O2 1.45 3.74 -2.49
F1 2.44 3.50 -0.34
S2 -1.05 4.37 -1.39
O3 -1.31 3.43 -2.50
O4 -1.18 5.80 -1.69
F2 -2.30 4.08 -0.47
B1 -4.81 -3.90 0.57
F3 -4.52 -3.43 1.85
F4 -3.64 -4.30 -0.02
F5 -5.73 -4.97 0.66
F6 -5.38 -2.91 -0.17
B2 4.66 -3.61 1.33
F7 3.94 -3.29 2.46
F8 4.35 -2.60 0.41
F9 5.97 -3.64 1.64
F10 4.24 -4.83 0.99

As for the total charge: -2. The HOMO energy is -5.52 eV. The value obtained for the orbital gap is 8.3 eV. The multiplicity is 1.

***

x.
Density functional theory data (the ωB97M-V functional and the def2-TZVPD basis) for B2CsF10NO4S2 as an isolated structure.

Element x y z (Å)
Cs1 -0.05 2.15 0.59
N1 -2.15 -3.00 1.61
S1 -1.49 -4.34 1.57
O1 -1.72 -5.30 0.51
O2 -1.22 -4.91 2.81
F1 0.01 -3.83 1.14
S2 -3.71 -3.54 1.63
O3 -4.08 -4.49 2.68
O4 -4.18 -3.76 0.30
F2 -4.42 -2.19 2.09
B1 5.93 2.49 1.31
F3 5.15 1.33 1.22
F4 5.03 3.56 1.26
F5 6.65 2.66 2.45
F6 6.83 2.63 0.30
B2 -1.26 4.10 -4.30
F7 -0.75 2.80 -4.29
F8 -0.39 5.04 -3.79
F9 -1.72 4.58 -5.53
F10 -2.43 4.04 -3.56

As for the total charge: -2. The HOMO energy is -5.51 eV. The value obtained for the orbital gap is 7.9 eV. The multiplicity is 1.

***

Energy above the most stable structure, in kJ/mol: w 0.0; x 21.5